C4H8N2S | wB97M-V/def2-TZVPD

Last column: Löwdin charge in e.
Cartesian coordinates (Å):
H 3.175 0.844 0.773  0.04
N 2.267 1.262 1.029  0.06
C 1.337 0.883 0.222  -0.78
N -0.003 1.148 0.533  0.00
C -0.856 0.145 -0.092  -0.45
C -0.936 -1.215 0.619  -0.08
C -0.287 -0.053 -1.548  -0.44
S 1.462 0.016 -1.290  0.96
H -0.151 1.325 1.569  0.17
H -1.839 0.535 -0.025  0.11
H -1.115 -2.076 -0.086  0.08
H 0.060 -1.554 1.031  0.09
H -1.764 -1.188 1.370  0.08
H -0.695 -0.929 -1.993  0.06
H -0.656 0.857 -2.112  0.10

Output
- structure (SMILES) = [H]/N=C1/N[C@H](C)CS1
- max |F| (eV/A) = 3.77
- LUMO (Eh) = 0.0274